Entry 1:
A molecular structure, C13H28N5S5V in a non-equilibrium geometry. Source: the OMol25 dataset; level of theory: ωB97M-V/def2-TZVPD.

Each line ends with the Mulliken charge.
Cartesian coordinates (Å):
V: 0.69 -0.63 -0.31  0.539
S: -4.86 -2.32 4.15  -0.167
C: -3.58 -2.14 3.17  0.185
S: -3.61 -2.40 1.45  -0.078
C: -1.98 -1.86 1.08  0.064
C: -1.25 -1.46 2.13  0.078
S: 0.32 -0.68 1.96  -0.481
S: -2.03 -1.52 3.70  -0.074
S: -1.48 -1.64 -0.58  -0.533
N: 1.27 -1.74 -2.08  -0.491
C: 2.40 -2.73 -2.08  -0.873
C: 2.68 -3.34 -0.70  -0.379
C: 3.87 -2.70 0.04  -0.868
C: 3.55 -1.48 0.89  -0.656
N: 2.91 -0.39 0.08  -0.420
H: 0.41 -2.25 -2.24  0.294
H: 1.38 -1.13 -2.89  0.227
H: 3.29 -2.22 -2.45  0.405
H: 2.18 -3.52 -2.79  0.393
H: 2.87 -4.40 -0.82  0.403
H: 1.78 -3.27 -0.08  0.239
H: 4.65 -2.44 -0.68  0.348
H: 4.32 -3.44 0.71  0.367
H: 4.47 -1.12 1.35  0.446
H: 2.87 -1.75 1.69  0.293
H: 3.48 -0.26 -0.74  0.235
H: 2.98 0.47 0.61  0.280
N: -2.99 0.89 1.53  0.014
C: -2.02 1.51 0.57  2.224
C: -1.34 2.72 1.17  -1.225
C: -0.21 3.16 0.22  -0.269
N: 0.86 2.13 0.19  -0.374
C: -0.77 3.40 -1.18  -1.376
C: -1.58 2.24 -1.76  -0.159
N: -0.69 1.10 -2.10  -0.392
C: -2.66 1.81 -0.77  -1.269
H: -2.51 0.55 2.37  0.255
H: -3.43 0.05 1.11  0.254
H: -3.73 1.54 1.80  0.430
H: -1.26 0.77 0.41  -1.466
H: -0.91 2.47 2.15  0.452
H: -2.04 3.55 1.31  0.422
H: 0.17 4.10 0.60  0.400
H: 1.31 2.09 1.09  0.317
H: 1.56 2.42 -0.49  0.274
H: 0.05 3.66 -1.86  0.430
H: -1.42 4.28 -1.14  0.432
H: -2.08 2.60 -2.66  0.400
H: -0.07 1.39 -2.85  0.290
H: -1.25 0.34 -2.46  0.279
H: -3.19 0.93 -1.15  0.478
H: -3.39 2.63 -0.67  0.407

Summary:
Orbital gap (alpha / beta) ... 7.03 / 6.69 eV
ΔE to the lowest compared entry with this formula, charge and spin ... 3.49 kcal/mol
Largest force on an atom ... 0.0260 Eh/bohr
Multiplicity ... 2
Charge ... +1



Entry 2:
A molecular structure, C4H14N2O in a non-equilibrium geometry. Source: the OMol25 dataset; level of theory: ωB97M-V/def2-TZVPD.

Each line ends with the Mulliken charge.
Cartesian coordinates (Å):
C: -0.91 0.00 0.25  0.583
C: 0.75 1.93 0.37  -0.963
C: -1.65 0.02 1.58  -1.602
C: -0.89 -1.32 -0.48  -1.298
N: 0.54 0.49 0.50  -0.359
H: 1.34 -0.21 -0.22  0.558
H: -1.33 0.77 -0.41  0.264
H: 1.77 2.19 0.64  0.372
H: 0.06 2.50 1.00  0.304
H: 0.59 2.20 -0.68  0.320
H: -2.70 -0.20 1.41  0.414
H: -1.58 0.98 2.10  0.360
H: -1.26 -0.76 2.24  0.414
H: -1.44 -2.10 0.05  0.348
H: -1.36 -1.20 -1.46  0.166
H: 0.44 -1.58 -0.81  0.456
N: 1.76 -1.12 -1.13  -0.696
O: 1.61 -0.38 -2.37  -0.417
H: 0.81 -0.76 -2.78  0.300
H: 2.64 -1.62 -1.24  0.137
H: 0.81 0.19 1.44  0.340

Summary:
Orbital gap ... 8.31 eV
ΔE to the lowest compared entry with this formula, charge and spin ... 115.67 kcal/mol
Largest force on an atom ... 0.0462 Eh/bohr
Multiplicity ... 1
Charge ... 0



Entry 3:
A molecular structure, C18H22MgN3O in a non-equilibrium geometry. Source: the OMol25 dataset; level of theory: ωB97M-V/def2-TZVPD.

Each line ends with the Mulliken charge.
Cartesian coordinates (Å):
C: 1.22 -2.21 1.63  -0.733
C: 2.95 -1.33 -0.18  -1.189
H: 1.33 -1.39 2.38  0.029
H: 2.20 -2.90 1.68  0.389
H: 0.39 -2.75 1.16  -0.071
H: 3.07 -0.25 -0.02  0.229
H: 3.58 -1.98 0.64  0.359
H: 2.66 -1.99 -1.01  0.366
C: 0.28 0.71 2.99  -0.145
C: -0.05 1.79 3.83  -0.870
C: 0.10 3.08 3.33  -0.388
C: 0.56 3.26 2.02  -1.014
H: 0.12 -0.30 3.32  0.496
H: -0.41 1.58 4.83  0.389
H: -0.14 3.96 3.94  0.404
H: 0.66 4.24 1.59  0.322
N: 0.78 0.88 1.76  0.120
C: 0.86 2.11 1.23  0.602
C: 1.19 2.25 -0.21  0.572
N: 1.34 1.10 -0.92  0.297
C: 1.57 1.16 -2.24  -0.410
C: 1.50 3.56 -2.24  -0.565
C: 1.65 2.35 -2.94  -0.746
H: 1.66 0.19 -2.74  0.311
H: 1.83 2.33 -4.01  0.402
C: 1.28 3.48 -0.86  -0.691
H: 1.16 4.40 -0.28  0.274
H: 1.55 4.51 -2.74  0.444
Mg: 1.08 -0.98 0.22  1.647
C: 0.45 -1.78 -1.92  -1.899
H: 1.28 -1.89 -2.63  0.614
H: -0.31 -1.15 -2.39  0.263
H: 0.02 -2.77 -1.71  0.319
O: -0.99 -0.81 0.50  -0.332
N: -2.09 -1.36 0.00  0.010
C: -2.36 -2.69 0.24  -0.013
C: -3.43 -3.30 -0.41  -0.763
C: -4.23 -2.55 -1.27  -0.177
C: -3.96 -1.20 -1.48  -0.646
C: -2.88 -0.61 -0.83  -0.109
H: -1.69 -3.22 0.91  0.432
H: -3.60 -4.37 -0.22  0.372
H: -5.07 -3.03 -1.79  0.350
H: -4.55 -0.57 -2.16  0.363
H: -2.59 0.44 -0.96  0.390

Summary:
Orbital gap (alpha / beta) ... 5.56 / 5.44 eV
ΔE to the lowest compared entry with this formula, charge and spin ... 79.23 kcal/mol
Largest force on an atom ... 0.1298 Eh/bohr
Multiplicity ... 2
Charge ... 0



Entry 4:
2 unconnected molecules or ions with the total composition C5H9NO2 in a non-equilibrium geometry. Source: the OMol25 dataset; level of theory: ωB97M-V/def2-TZVPD.

Each line ends with the Mulliken charge.
Cartesian coordinates (Å):
C: -1.89 -0.62 0.92  -0.747
C: -2.13 0.44 -0.13  0.627
O: -3.16 1.06 -0.20  -0.545
O: -1.33 0.40 -1.27  -0.527
H: -2.67 -0.57 1.68  0.300
H: -0.97 -0.41 1.46  0.237
H: -1.86 -1.61 0.47  0.236
H: -0.45 -0.05 -1.27  0.527
C: 1.42 1.88 -0.22  -0.704
C: 1.71 0.63 0.12  -0.021
N: 1.06 -0.47 -0.44  -0.313
C: 1.53 -1.63 -0.34  -0.382
H: 2.11 2.68 -0.01  0.248
H: 0.48 2.17 -0.65  0.260
H: 2.67 0.40 0.58  0.277
H: 0.91 -2.47 -0.62  0.285
H: 2.57 -1.84 -0.07  0.241

Summary:
Orbital gap ... 9.80 eV
ΔE to the lowest compared entry with this formula, charge and spin ... 48.42 kcal/mol
Largest force on an atom ... 0.0568 Eh/bohr
SMILES string ... CC(=O)O.C=CN=C
Multiplicity ... 1
Charge ... 0



Entry 5:
2 unconnected molecules or ions with the total composition C20H44B2IN3O4PS in a non-equilibrium geometry. Source: the OMol25 dataset; level of theory: ωB97M-V/def2-TZVPD.

Each line ends with the Mulliken charge.
Cartesian coordinates (Å):
C: -2.52 -2.52 2.99  -1.817
C: -1.86 -1.36 2.23  1.386
C: -2.89 -0.65 1.34  -1.288
C: -2.47 -0.62 -0.15  2.089
C: -3.70 -0.50 -1.07  -1.117
C: -3.59 0.37 -2.35  -0.998
C: -2.22 0.96 -2.74  0.753
C: -2.15 2.49 -2.62  -1.461
C: -1.67 3.06 -1.27  -0.354
C: -0.15 3.13 -1.24  -0.147
C: 0.48 3.30 0.14  -1.638
C: 0.17 2.26 1.22  -0.016
C: 1.06 0.99 1.27  -0.102
C: 1.47 0.44 -0.08  1.478
P: 2.63 -1.15 -0.06  0.813
O: 2.58 -1.29 1.69  -0.760
C: 1.16 -2.39 -0.15  -0.670
C: 0.70 -3.15 -1.38  -1.571
C: -0.09 -2.35 -2.43  -0.340
I: 2.10 -4.53 -2.29  -0.031
N: 3.93 -2.65 -0.12  -0.454
C: 4.34 -3.14 0.87  0.270
S: 5.26 -3.67 2.08  -0.496
B: 2.89 -0.91 -2.05  1.263
N: 2.06 -0.03 -2.93  -0.486
O: 3.94 -1.59 -2.65  -0.752
B: 4.18 0.08 0.16  0.476
O: 4.63 0.82 -0.95  -0.704
O: 4.84 0.32 1.36  -0.730
H: -3.29 -2.10 3.64  0.389
H: -3.05 -3.16 2.28  0.406
H: -1.81 -3.08 3.58  0.433
H: -1.50 -0.68 2.99  -0.604
H: -1.01 -1.72 1.65  -0.133
H: -3.88 -1.11 1.43  0.605
H: -2.97 0.39 1.67  0.313
H: -1.75 0.18 -0.26  -1.126
H: -2.01 -1.60 -0.34  0.034
H: -4.00 -1.51 -1.33  0.250
H: -4.52 -0.11 -0.47  0.393
H: -4.31 1.18 -2.29  0.405
H: -3.93 -0.25 -3.18  0.390
H: -1.38 0.48 -2.25  -0.860
H: -2.09 0.77 -3.81  0.480
H: -1.40 2.80 -3.36  0.427
H: -3.09 2.93 -2.95  0.512
H: -2.10 4.06 -1.20  0.452
H: -2.08 2.46 -0.46  0.167
H: 0.14 4.02 -1.81  0.378
H: 0.25 2.29 -1.79  -0.018
H: 1.57 3.34 0.01  0.294
H: 0.20 4.28 0.54  0.537
H: 0.30 2.77 2.17  0.393
H: -0.88 1.98 1.19  -0.187
H: 0.45 0.23 1.76  -0.611
H: 1.93 1.24 1.88  0.437
H: 0.61 0.24 -0.72  -1.257
H: 2.06 1.21 -0.58  0.326
H: 1.75 -1.65 2.01  0.257
H: 0.28 -1.87 0.23  -0.524
H: 1.36 -3.16 0.60  0.690
H: -0.02 -3.87 -1.01  1.092
H: 0.38 -2.37 -3.42  0.466
H: -0.11 -1.30 -2.15  -0.265
H: -1.12 -2.69 -2.50  0.182
H: 2.52 0.86 -3.09  0.140
H: 1.95 -0.47 -3.84  0.198
H: 3.69 -1.93 -3.52  0.277
H: 4.26 1.71 -0.93  0.274
H: 4.51 1.09 1.81  0.299
C: 0.27 1.33 5.05  -0.941
C: -1.02 1.54 4.42  0.600
N: -2.03 1.68 3.91  -0.479
H: 0.29 1.81 6.03  0.370
H: 0.45 0.27 5.17  0.296
H: 1.06 1.75 4.43  0.252

Summary:
Orbital gap ... 6.53 eV
Largest force on an atom ... 0.0393 Eh/bohr
Multiplicity ... 1
Charge ... -1



Entry 6:
A molecular structure, C24H27LuNOSi in a non-equilibrium geometry. Source: the OMol25 dataset; level of theory: ωB97M-V/def2-TZVPD.

Each line ends with the Mulliken charge.
Cartesian coordinates (Å):
C: 1.94 -0.93 1.19  -0.670
C: 1.35 -1.77 0.21  -0.153
C: 2.14 -1.71 -0.97  -0.930
H: 0.49 -2.42 0.36  0.693
C: 3.24 -0.84 -0.73  -0.672
C: 3.13 -0.36 0.62  -0.524
H: 3.86 0.24 1.16  0.483
H: 1.62 -0.81 2.23  0.517
H: 1.96 -2.27 -1.89  0.522
H: 4.07 -0.65 -1.41  0.633
Lu: 1.29 0.52 -0.59  1.118
C: -3.19 0.63 -1.92  -0.682
H: -2.61 0.31 -2.79  0.321
H: -4.18 1.02 -2.26  0.472
H: -3.60 -0.24 -1.29  0.308
Si: -2.00 -0.26 -0.52  -0.538
C: -2.44 -0.29 1.25  0.449
C: -1.80 -1.15 2.17  0.372
H: -0.97 -1.78 1.85  0.271
C: -2.26 -1.19 3.49  -0.794
H: -1.78 -1.86 4.20  0.429
C: -3.32 -0.37 3.90  -0.504
H: -3.68 -0.41 4.93  0.395
C: -3.89 0.53 2.99  -0.661
H: -4.70 1.20 3.31  0.403
C: -3.43 0.59 1.68  -0.612
H: -3.85 1.32 0.97  0.337
C: -1.71 -1.91 -1.29  0.994
C: -2.38 -3.00 -0.72  -0.322
H: -3.03 -2.84 0.15  0.360
C: -2.27 -4.27 -1.30  -0.555
H: -2.76 -5.12 -0.82  0.407
C: -1.53 -4.45 -2.48  -0.580
H: -1.42 -5.46 -2.90  0.384
C: -0.92 -3.34 -3.08  -0.563
H: -0.35 -3.48 -4.00  0.445
C: -1.03 -2.08 -2.51  -0.577
H: -0.62 -1.20 -3.04  0.300
H: -0.81 0.69 -0.66  -0.265
H: -2.72 1.50 -1.37  0.167
O: 0.72 1.83 1.07  -0.267
C: 1.31 3.20 1.23  -0.422
C: 2.52 3.28 0.34  0.454
C: 3.54 4.19 0.59  -0.722
C: 4.67 4.15 -0.21  -0.439
C: 4.75 3.22 -1.25  -0.757
C: 3.69 2.35 -1.47  -0.228
N: 2.59 2.38 -0.67  -0.390
H: 0.03 1.65 1.75  0.203
H: 0.53 3.92 0.96  0.314
H: 1.58 3.30 2.29  0.372
H: 3.41 4.87 1.43  0.403
H: 5.49 4.84 -0.03  0.392
H: 5.63 3.14 -1.89  0.400
H: 3.70 1.61 -2.28  0.509

Summary:
Orbital gap (alpha / beta) ... 4.23 / 4.18 eV
Largest force on an atom ... 0.1097 Eh/bohr
Multiplicity ... 1
Charge ... +1



Entry 7:
C6H4O in the gas phase. Source: the OMol25 dataset; level of theory: ωB97M-V/def2-TZVPD.

Each line ends with the Mulliken charge.
Cartesian coordinates (Å):
C: -0.09 2.18 2.09  0.127
C: 0.04 1.29 1.29  -0.428
C: 0.10 0.25 0.32  0.129
C: -0.65 -0.87 0.14  -0.505
C: -0.23 -1.44 -1.10  -0.332
C: 0.75 -0.62 -1.57  -0.359
O: 0.97 0.41 -0.72  -0.304
H: -0.22 3.00 2.76  0.424
H: -1.42 -1.23 0.81  0.429
H: -0.62 -2.32 -1.58  0.390
H: 1.37 -0.63 -2.45  0.430

Summary:
Orbital gap ... 9.64 eV
ΔE to the lowest compared entry with this formula, charge and spin ... 19.03 kcal/mol
Largest force on an atom ... 0.0092 Eh/bohr
SMILES string ... C#Cc1ccco1
Multiplicity ... 1
Charge ... 0



Entry 8:
C5H8OS in the gas phase in a non-equilibrium geometry. Source: the OMol25 dataset; level of theory: ωB97M-V/def2-TZVPD.

Each line ends with the Mulliken charge.
Cartesian coordinates (Å):
O: -0.48 0.75 -2.02  -0.525
C: -0.25 0.26 -0.72  0.513
C: 0.99 -0.58 -0.42  -0.632
C: 1.18 -0.66 1.13  -0.720
S: 0.68 1.01 1.74  -0.180
C: -0.53 1.22 0.44  -0.089
C: -1.49 0.08 0.12  -0.948
H: -0.77 -0.07 -2.43  0.412
H: 0.78 -1.58 -0.85  0.303
H: 1.84 -0.16 -0.98  0.272
H: 0.67 -1.43 1.67  0.331
H: 2.21 -0.75 1.44  0.391
H: -0.83 2.26 0.24  0.358
H: -2.41 0.35 -0.30  0.332
H: -1.60 -0.69 0.94  0.180

Summary:
Orbital gap ... 9.15 eV
ΔE to the lowest compared entry with this formula, charge and spin ... 25.16 kcal/mol
Largest force on an atom ... 0.0510 Eh/bohr
SMILES string ... O[C@@]12CCS[C@@H]1C2
Multiplicity ... 1
Charge ... 0



Number 1: total energy -3720.7130 a.u.. Number 2: total energy -345.3918 a.u.. Number 3: total energy -1138.4350 a.u.. Number 4: total energy -401.0996 a.u.. Number 5: total energy -2340.7348 a.u.. Number 6: total energy -2585.3641 a.u.. Number 7: total energy -306.1812 a.u.. Number 8: total energy -668.6985 a.u..